*a*
# H25O13

A cluster of 13 separate species, H25O13 in total (wB97M-V/def2-TZVPD, the OMol25 dataset).

Properties
total charge: -1
HOMO level: -6.68 eV
E_LUMO: 2.5 eV

Atoms and positions in Å:
O1 1.5636 -1.5324 -3.2904
H1 -2.0903 -2.2283 -0.3950
H2 -2.2896 0.8941 -1.9126
O2 0.4946 3.9679 0.5336
H3 0.8456 3.3212 1.1780
H4 -3.5702 -1.8675 -0.0307
O3 0.9511 -1.7619 -0.7837
H5 0.3717 -2.4775 -0.5070
O4 -1.6592 -3.1536 1.5758
H6 -1.8308 -3.2218 2.5233
H7 -2.4518 -3.5890 1.2403
O5 3.1683 1.5067 2.4678
H8 2.2933 -2.1255 -3.4747
H9 2.3327 1.0126 2.5600
O6 -2.0346 3.4454 1.5508
H10 -1.1804 3.4033 1.0892
H11 -2.8167 3.3872 1.0065
O7 -3.0135 -2.4056 -0.5962
H12 1.6561 2.6164 -3.2471
H13 2.1629 -2.5851 0.0378
O8 -3.0276 1.4285 -2.2487
H14 3.1252 1.5944 1.5114
H15 -2.3935 -0.5303 2.8377
O9 2.9059 -3.1405 0.4323
H16 0.4480 3.2639 -0.1390
H17 2.2811 0.2233 0.5887
O10 -0.1882 0.4989 -1.4028
H18 0.2828 0.4833 -2.2432
H19 -0.0092 -0.4034 -1.0026
O11 -1.9095 -1.1906 3.3382
H20 -1.1681 -1.5008 2.8091
H21 3.3977 -2.4322 0.8650
O12 1.7171 -0.2378 1.2199
H22 0.6254 2.5599 -2.0259
H23 -2.9822 2.1776 -1.6438
O13 1.0008 3.0876 -2.7317
H24 1.5934 -1.0415 0.6183
H25 1.3982 -1.4465 -2.3090

Atom-resolved charges from Löwdin, all expressed in e:
1. O -0.12
2. H 0.01
3. H 0.00
4. O -0.05
5. H 0.06
6. H 0.04
7. O -0.37
8. H 0.00
9. O -0.07
10. H 0.04
11. H 0.04
12. O -0.08
13. H 0.01
14. H 0.02
15. O -0.07
16. H -0.02
17. H 0.01
18. O -0.06
19. H 0.04
20. H -0.03
21. O -0.07
22. H 0.01
23. H 0.04
24. O -0.12
25. H 0.03
26. H 0.03
27. O -0.10
28. H 0.02
29. H 0.00
30. O -0.06
31. H 0.02
32. H 0.01
33. O -0.11
34. H -0.02
35. H 0.01
36. O -0.05
37. H 0.00
38. H -0.03

---

*b*
# H25O13

A cluster of 13 separate species, H25O13 in total (wB97M-V/def2-TZVPD, the OMol25 dataset).

Properties
total charge: -1
HOMO level: -7.25 eV
E_LUMO: 2.6 eV

Atoms and positions in Å:
O1 0.3366 0.3381 -0.3071
H1 -0.4994 -0.1049 -0.4151
O2 0.2596 -1.8629 1.2329
H2 -0.2844 -1.6619 1.9749
H3 0.3136 -0.9739 0.7849
O3 2.5486 0.0931 1.8279
H4 1.6576 0.2861 2.0079
H5 2.5976 -0.8669 1.7559
O4 -2.0614 -0.7099 -1.7031
H6 -1.8464 -0.6789 -2.6111
H7 -2.7764 -0.1279 -1.5881
O5 0.7946 0.0751 -3.0771
H8 0.4146 -0.7679 -3.1741
H9 0.7246 0.1761 -2.1411
O6 2.4376 -1.3059 -0.8791
H10 2.8016 -1.7089 -0.0961
H11 1.8786 -0.5849 -0.5231
O7 -0.0524 1.2051 2.0359
H12 0.2056 1.0011 1.0739
H13 0.4186 1.9981 2.3159
O8 -2.2994 -0.4229 1.5339
H14 -1.7084 0.1581 2.0359
H15 -3.0304 0.0961 1.2069
O9 0.0246 3.9501 0.6389
H16 0.5976 3.5371 1.2559
H17 -0.1614 3.1701 0.1299
O10 -2.3274 -2.9759 0.5779
H18 -1.9084 -3.6569 1.0699
H19 -1.8314 -2.1779 0.6229
O11 0.1426 -2.6369 -1.9371
H20 0.9136 -2.2649 -1.4881
H21 -0.4454 -2.0419 -1.4921
O12 -1.3904 2.2681 -0.9211
H22 -2.2054 1.7231 -0.8361
H23 -0.6964 1.6131 -0.8361
O13 2.1186 2.2911 -0.2001
H24 1.5506 1.4881 -0.3111
H25 2.7876 2.0651 0.4549

Atom-resolved charges from Löwdin, all expressed in e:
1. O -0.38
2. H -0.02
3. O -0.06
4. H 0.02
5. H -0.01
6. O -0.03
7. H -0.04
8. H 0.03
9. O 0.01
10. H 0.04
11. H 0.03
12. O -0.03
13. H -0.02
14. H -0.04
15. O -0.06
16. H 0.03
17. H -0.01
18. O -0.11
19. H -0.02
20. H 0.05
21. O -0.04
22. H 0.02
23. H 0.05
24. O -0.06
25. H -0.03
26. H -0.04
27. O -0.05
28. H 0.01
29. H -0.05
30. O -0.05
31. H -0.01
32. H -0.03
33. O -0.06
34. H 0.04
35. H -0.03
36. O -0.07
37. H -0.01
38. H 0.03

---

In order of decreasing stability: *b*, *a*.

---

*a*
# CH5N3O2S

A structure of composition CH5N3O2S (wB97M-V/def2-TZVPD, the OMol25 dataset).

Properties
HOMO level: -8.46 eV
E_LUMO: -0.1 eV

Atoms and positions in Å:
C1 0.9157 1.2026 -0.2901
N1 -0.4390 1.5750 -0.1081
N2 0.1793 -0.5687 0.5972
N3 0.5204 -1.8691 0.3494
O1 -2.2950 -0.0842 0.8154
O2 -1.3830 -0.4840 -1.3584
S1 -1.1917 0.0375 -0.0714
H1 1.1866 0.8690 -1.2042
H2 1.5191 1.8837 0.2347
H3 -0.5963 1.8850 0.8703
H4 1.2774 -2.3676 0.8028
H5 0.3065 -2.0793 -0.6376

Atom-resolved charges from Löwdin, all expressed in e:
1. C 0.00
2. N -0.16
3. N -0.24
4. N -0.01
5. O -0.27
6. O -0.28
7. S 0.53
8. H 0.05
9. H 0.08
10. H 0.11
11. H 0.10
12. H 0.09

---

*b*
# CH5N3O2S

A structure of composition CH5N3O2S (wB97M-V/def2-TZVPD, the OMol25 dataset).

Properties
HOMO level: -9.76 eV
E_LUMO: 0.6 eV

Atoms and positions in Å:
C1 -0.1748 -0.2787 -0.1042
N1 -1.5150 0.3236 0.0580
N2 0.1178 -0.8830 1.3176
N3 0.7198 0.6437 -0.5583
O1 -0.0474 1.5604 2.1291
O2 -1.6123 -0.0689 3.0457
S1 -0.7156 0.3145 2.0477
H1 -0.4103 -1.0765 -0.9182
H2 -1.6184 1.2896 -0.1769
H3 -0.3356 -1.8025 1.3983
H4 0.8986 1.4710 -0.0607
H5 1.5689 0.3094 -0.9257

Atom-resolved charges from Löwdin, all expressed in e:
1. C -0.56
2. N 0.00
3. N -0.09
4. N 0.07
5. O -0.27
6. O -0.26
7. S 0.67
8. H 0.17
9. H 0.04
10. H 0.11
11. H 0.06
12. H 0.08

---

In order of decreasing stability: *b*, *a*.

---

*a*
# C2H4ClNO

The molecule C2H4ClNO (wB97M-V/def2-TZVPD, the OMol25 dataset).

Properties
SMILES: OC/N=C/Cl
HOMO level: -10.37 eV
E_LUMO: 1.0 eV

Atoms and positions in Å:
C1 1.4362 0.2139 -0.1830
C2 -0.9570 -0.4892 -0.0943
N1 0.5745 -0.1625 0.6305
O1 -1.9090 0.4299 0.2402
Cl1 2.9842 0.7485 0.2818
H1 1.3824 0.5019 -1.2690
H2 -0.8270 -0.6632 -1.0914
H3 -1.1516 -1.3295 0.4576
H4 -1.5327 0.7502 1.0277

Atom-resolved charges from Löwdin, all expressed in e:
1. C -0.76
2. C -0.18
3. N 0.02
4. O 0.00
5. Cl 0.63
6. H 0.08
7. H 0.08
8. H 0.07
9. H 0.06

---

*b*
# C2H4ClNO

The molecule C2H4ClNO (wB97M-V/def2-TZVPD, the OMol25 dataset).

Properties
SMILES: O=CCNCl
HOMO level: -9.32 eV
E_LUMO: 0.7 eV

Atoms and positions in Å:
C1 -1.2056 0.4909 0.5698
C2 -0.0970 -0.6025 -0.1188
N1 1.0456 0.0357 -0.8252
O1 -1.0080 1.6757 0.5409
Cl1 2.5268 0.0434 0.1097
H1 -2.0327 -0.1900 0.8435
H2 0.4212 -1.1699 0.5769
H3 -0.6523 -1.3101 -0.7740
H4 1.0020 1.0267 -0.9227

Atom-resolved charges from Löwdin, all expressed in e:
1. C -0.17
2. C -0.21
3. N -0.46
4. O 0.05
5. Cl 0.53
6. H 0.11
7. H 0.03
8. H 0.11
9. H 0.01

---

In order of decreasing stability: *a*, *b*.